43
Properties=species:S:1:pos:R:3:forces:R:3 method="wB97M-V/def2-TZVPD" spin_multiplicity=3 s_squared=2.017
Pd -0.00682 -0.40159 0.13708 0.25 0.21 0.43
Br -6.62444 -2.32778 1.96469 0.09 0.01 -0.08
C -4.99602 -2.03033 1.02220 -0.21 0.08 0.16
C -4.35405 -3.10888 0.39913 0.11 0.03 -0.08
C -3.17414 -2.91072 -0.26732 -0.07 -0.05 0.02
C -2.55230 -1.63363 -0.33953 -0.12 0.17 -0.25
O -1.44693 -1.49930 -0.98811 -0.28 -0.31 0.23
C -3.24561 -0.54247 0.29024 0.11 -0.30 0.04
C -2.74788 0.79395 0.25442 0.05 0.27 -0.23
N -1.59144 1.12527 -0.21547 0.05 -0.63 0.20
C -1.15990 2.42357 -0.37113 -0.13 0.63 -0.04
C -1.94228 3.45636 -0.84383 0.02 -0.41 0.17
C -1.40792 4.74105 -1.02701 0.17 0.20 0.00
C -0.09672 5.00835 -0.74052 -0.17 0.06 -0.06
C 0.74169 3.97889 -0.25926 -0.04 -0.28 0.09
C 2.10023 4.17101 0.07268 0.06 -0.11 0.04
C 2.84073 3.11769 0.53153 0.08 0.20 -0.01
C 2.24053 1.85375 0.64173 -0.16 -0.10 -0.04
N 0.98133 1.63966 0.34136 0.05 -0.19 0.07
C 0.21525 2.67652 -0.08857 -0.03 0.26 -0.06
C -4.46235 -0.77577 0.96219 -0.02 0.02 -0.01
H -4.79917 -4.09401 0.44435 0.01 -0.01 0.01
H -2.66897 -3.73047 -0.76037 0.01 -0.01 0.01
H -3.39766 1.57703 0.65954 -0.05 0.02 -0.07
H -2.97598 3.25262 -1.09373 0.02 0.03 -0.05
H -2.04989 5.52226 -1.41267 0.02 0.02 0.02
H 0.31618 5.99866 -0.88467 -0.01 0.00 0.00
H 2.54268 5.15319 -0.03984 -0.01 0.01 0.00
H 3.88043 3.23753 0.80236 0.00 -0.01 -0.01
H 2.81015 0.99458 0.97517 0.00 -0.01 0.00
H -4.96924 0.05761 1.43429 -0.01 -0.02 0.01
Cl 1.97810 -0.94216 -1.63972 0.26 -0.10 -0.28
C 2.85773 -2.16844 -0.78479 0.02 -0.17 0.21
C 4.05539 -2.58206 -1.34315 0.02 0.08 -0.15
C 4.78923 -3.58762 -0.74372 0.03 -0.04 0.05
C 4.32115 -4.18797 0.41280 -0.06 -0.06 0.08
C 3.12902 -3.76602 0.97155 0.02 0.20 -0.24
Cl 2.59672 -4.54576 2.41682 0.01 -0.07 0.10
C 2.36019 -2.72415 0.40709 0.05 -0.08 0.10
S 0.92062 -2.20258 1.24717 -0.11 0.41 -0.35
H 4.39941 -2.11826 -2.25764 -0.02 0.00 0.01
H 5.72489 -3.91132 -1.17872 -0.01 0.00 -0.02
H 4.86806 -4.98828 0.89142 0.02 0.02 -0.01


46
Properties=species:S:1:pos:R:3:forces:R:3 method="wB97M-V/def2-TZVPD" spin_multiplicity=3 charge=-2 s_squared=2.030 e_above_lowest_kcal_mol=2.8
Ni -0.11769 0.23719 0.50002 -0.39 0.37 0.59
Cl -5.63084 4.09682 0.03357 0.05 -0.06 0.00
C -4.50451 2.73193 0.07711 -0.02 0.11 0.00
C -5.02529 1.47304 0.26913 0.03 -0.09 0.00
C -4.16315 0.38033 0.31031 -0.02 0.13 -0.01
I -4.95606 -1.53311 0.57515 0.00 -0.08 0.01
C -2.76895 0.50834 0.17967 -0.02 -0.02 -0.24
O -1.93977 -0.48597 0.20315 -0.10 -0.15 0.21
C -2.27793 1.83846 -0.03211 0.03 0.04 -0.09
N -0.90637 1.92489 -0.19156 0.14 -0.05 -0.04
C -0.37557 3.15756 -0.42369 0.01 -0.11 0.00
C -1.12834 4.29996 -0.47564 -0.09 0.05 -0.03
C -2.52859 4.24881 -0.30122 0.07 -0.06 0.02
C -3.12260 2.97201 -0.08567 -0.02 0.04 -0.02
H -6.09180 1.33901 0.38677 0.00 0.00 0.00
H 0.69847 3.18595 -0.57856 0.00 0.02 0.04
H -0.63017 5.24648 -0.65559 -0.01 0.00 -0.01
H -3.13997 5.13811 -0.32906 0.00 0.01 -0.01
O 3.82471 0.70004 5.30697 0.03 0.01 0.10
S 3.56200 -0.48188 4.51959 -0.01 0.02 -0.08
O 4.06963 -1.72531 5.05201 0.03 -0.04 0.07
N 2.03384 -0.59689 4.07587 -0.19 0.02 -0.10
C 1.86310 -0.43235 2.76210 0.26 -0.04 0.01
O 0.76914 -0.53027 2.18191 0.14 -0.03 -0.27
C 3.17690 -0.17499 2.01719 -0.29 -0.08 0.15
C 3.41984 0.05108 0.65979 0.05 0.01 -0.02
C 4.75904 0.11561 0.24899 -0.06 0.09 0.06
C 5.79990 0.03680 1.16378 0.06 -0.04 -0.02
C 5.55695 -0.12427 2.52226 -0.13 0.08 -0.05
C 4.23282 -0.23399 2.89720 0.29 -0.05 -0.03
H 1.57812 -0.48271 -0.07945 0.09 0.03 -0.12
H 4.97635 0.22321 -0.80493 0.01 0.02 0.01
H 6.82032 0.08131 0.79967 -0.01 0.04 0.00
H 6.35467 -0.16348 3.25121 0.00 -0.04 0.00
N 2.36300 0.16121 -0.23626 0.04 -0.10 -0.19
C 2.37434 0.80690 -1.47449 0.02 -0.11 0.16
C 1.46811 0.38818 -2.45137 0.01 0.04 -0.06
C 1.40405 1.04218 -3.66798 0.00 -0.02 0.02
C 2.24201 2.11635 -3.94324 -0.02 0.00 -0.01
C 3.12467 2.54572 -2.96466 0.02 0.00 0.06
C 3.19035 1.90727 -1.73382 0.02 0.04 -0.09
H 0.78715 -0.42291 -2.22335 -0.01 0.00 0.00
H 0.67948 0.71452 -4.40303 0.00 0.01 0.00
H 2.18783 2.62511 -4.89718 -0.01 0.01 0.01
H 3.75776 3.40704 -3.14339 0.00 -0.01 -0.01
H 3.85146 2.28053 -0.96355 0.00 0.00 -0.01


50
Properties=species:S:1:pos:R:3:forces:R:3 method="wB97M-V/def2-TZVPD" charge=+1 e_above_lowest_kcal_mol=9.4
Os -0.46890 -1.38067 -1.35298 -0.06 -0.73 -1.43
O -0.21286 -2.43665 -3.22666 -0.26 -0.39 0.35
N 0.90004 -2.20718 -3.76235 0.04 0.46 0.03
N 1.60869 -1.34151 -3.16701 0.28 -0.05 -0.19
O 1.19935 -0.78064 -1.97442 0.17 0.50 -0.37
C 2.88843 -0.90465 -3.67802 -0.09 0.07 0.15
C 3.46066 0.23245 -3.13512 -0.02 0.05 0.04
C 4.68047 0.66109 -3.63880 -0.03 -0.01 0.01
C 5.30167 -0.03964 -4.66012 0.01 0.00 -0.01
C 4.70612 -1.17912 -5.18520 -0.01 0.00 0.00
C 3.49065 -1.62576 -4.69591 -0.02 -0.10 -0.06
H 2.96431 0.77408 -2.34381 0.02 0.01 -0.01
H 5.13944 1.55034 -3.22948 0.00 0.00 0.00
H 6.25142 0.30047 -5.04944 0.00 0.00 0.00
H 5.18980 -1.72821 -5.98109 0.00 0.00 0.00
H 3.01769 -2.51030 -5.09695 0.03 0.00 -0.01
N -0.01903 4.97068 6.31535 0.00 -0.01 0.00
C -0.06935 4.25707 5.41699 0.01 -0.01 -0.03
C -0.13080 3.36029 4.29249 -0.01 0.09 0.11
C 0.97622 2.57619 3.97619 0.02 0.03 0.00
C 0.91786 1.71427 2.90031 -0.27 -0.04 -0.14
C -0.25509 1.61522 2.13594 0.19 0.32 0.46
C -1.35681 2.41449 2.46327 0.16 -0.07 -0.05
C -1.29547 3.28719 3.53318 0.03 -0.07 -0.02
C -0.31766 0.69456 1.05227 -0.08 -0.30 -0.56
C -0.40109 -0.09037 0.12562 -0.06 0.40 1.07
H 1.87395 2.65448 4.57352 0.00 0.00 0.00
H 1.77104 1.10607 2.63377 0.04 0.01 0.02
H -2.25083 2.35073 1.86027 -0.04 0.01 -0.02
H -2.14157 3.90899 3.79017 -0.01 0.00 -0.01
F -5.44279 1.81711 2.55319 0.04 -0.03 -0.03
C -4.78196 1.18935 1.59562 -0.08 0.08 0.09
C -4.11854 0.00492 1.87976 0.03 -0.04 0.00
F -4.15357 -0.50082 3.10665 0.01 0.01 -0.03
C -3.42488 -0.63378 0.87517 -0.07 -0.15 -0.16
F -2.82345 -1.79244 1.16668 0.07 0.08 -0.03
C -3.37514 -0.11982 -0.41959 0.23 -0.07 0.00
S -2.57608 -0.99041 -1.74392 -0.01 0.02 0.18
C -4.05326 1.06098 -0.67829 0.03 0.07 -0.03
F -4.03022 1.58622 -1.89749 0.01 0.00 0.00
C -4.75085 1.72087 0.31799 -0.08 0.09 -0.02
F -5.38641 2.85488 0.05988 0.02 -0.02 -0.01
N 0.22887 -2.49027 1.55079 0.03 -0.06 -0.07
C 0.10758 -3.41779 0.62572 -0.08 0.05 0.35
N 0.26762 -4.70292 0.90722 -0.03 -0.11 -0.19
O -0.16647 -3.14895 -0.62440 -0.14 0.06 0.51
H 0.41242 -2.73055 2.51068 0.00 -0.08 -0.01
H 0.05929 -1.50492 1.31297 0.00 -0.06 0.09
H 0.45071 -5.02947 1.83969 0.02 0.00 0.01
H 0.13876 -5.37612 0.16968 0.00 -0.01 0.01


45
Properties=species:S:1:pos:R:3:forces:R:3 method="wB97M-V/def2-TZVPD" charge=-1 e_above_lowest_kcal_mol=1.9
Rb -2.17502 1.04909 0.23840 -0.43 0.45 0.04
O -9.61874 0.95297 1.96364 0.06 0.01 -0.07
C -8.46488 0.96582 1.57141 -0.05 -0.01 0.13
S -7.53239 2.41916 1.26233 0.00 0.07 -0.04
C -6.01210 1.66607 0.75729 0.23 0.13 -0.07
C -5.99674 0.31539 0.76209 0.22 -0.13 -0.06
S -4.69764 -0.79429 0.35317 -0.24 -0.08 0.05
S -7.49940 -0.46799 1.27196 0.00 -0.07 -0.04
S -4.74062 2.80073 0.32818 -0.32 0.13 0.08
C 0.79594 -0.84727 3.81835 -0.07 0.01 -0.02
C -0.34465 -0.49588 3.07425 0.09 -0.01 0.00
N -0.42661 -0.63372 1.77072 0.31 -0.23 0.07
C 0.62837 -1.15975 1.11219 -0.17 0.09 -0.09
C 1.80786 -1.54385 1.76172 0.23 -0.08 -0.11
C 1.87196 -1.36966 3.15289 0.03 -0.03 0.07
C 2.91033 -2.07928 1.00157 -0.11 0.07 0.23
C 2.82037 -2.22795 -0.33099 -0.14 0.01 -0.23
C 1.61463 -1.86810 -1.03508 0.23 -0.07 0.11
C 1.47245 -2.04712 -2.42006 0.05 -0.02 -0.06
C 0.29337 -1.71019 -3.02659 -0.07 0.02 0.02
C -0.73756 -1.17976 -2.23275 0.04 -0.04 -0.05
N -0.62718 -0.98867 -0.93826 0.32 -0.26 -0.09
C 0.52659 -1.33500 -0.33295 -0.16 0.06 0.07
H 0.80849 -0.70714 4.89069 -0.01 0.00 0.00
H -1.21971 -0.08619 3.56933 0.00 0.00 0.00
H 2.77179 -1.65683 3.68539 0.00 0.01 -0.01
H 3.81334 -2.36236 1.53002 -0.01 0.02 0.02
H 3.64915 -2.63373 -0.89960 -0.01 0.01 -0.02
H 2.29797 -2.45707 -2.99123 0.00 0.01 0.01
H 0.14665 -1.84098 -4.09000 -0.01 -0.01 0.00
H -1.69117 -0.90793 -2.67618 0.00 0.00 0.00
S 3.16980 1.75279 1.24035 0.05 0.00 0.03
C 1.49061 2.17323 1.33965 -0.10 -0.04 0.11
N 0.82794 2.19888 0.24083 0.17 -0.01 -0.21
C 1.66683 1.87746 -0.82549 -0.17 0.05 0.18
C 1.27636 1.83202 -2.16385 -0.01 -0.03 -0.06
C 2.21525 1.49756 -3.11506 0.02 -0.03 0.02
C 3.53822 1.20412 -2.75211 -0.04 -0.02 -0.04
C 3.94013 1.24647 -1.43385 -0.05 0.02 0.06
C 2.98952 1.59178 -0.47233 0.11 -0.04 -0.05
H 1.04311 2.37478 2.30474 0.02 0.02 -0.02
H 0.25372 2.06180 -2.43331 0.00 0.00 0.01
H 1.92686 1.45589 -4.15720 0.01 0.00 0.00
H 4.25556 0.94263 -3.51947 0.00 0.00 0.00
H 4.96121 1.02208 -1.15478 0.00 0.00 0.00


49
Properties=species:S:1:pos:R:3:forces:R:3 method="wB97M-V/def2-TZVPD" charge=+1 e_above_lowest_kcal_mol=12.3
Ta 0.35558 0.82634 -0.64241 0.12 0.01 -0.03
O 3.01138 -2.11719 4.14974 -0.02 -0.01 0.00
C 2.47412 -1.53326 3.08901 0.05 0.01 -0.01
C 3.07267 -1.55443 1.81682 0.03 0.00 0.01
C 2.42322 -0.90500 0.80051 -0.04 -0.02 0.00
N 1.26014 -0.29036 0.99777 -0.09 0.05 -0.08
C 0.69819 -0.23490 2.20611 -0.01 -0.07 0.03
C 1.26286 -0.84823 3.29051 0.01 0.01 -0.02
C -0.56350 0.59092 2.18425 -0.05 0.00 0.04
O -1.30046 0.73722 3.09983 0.00 0.03 0.00
O -0.74041 1.12390 0.94499 0.05 -0.06 -0.03
C 2.89967 -0.71538 -0.61817 -0.02 0.01 0.06
O 3.88351 -1.16837 -1.09111 0.00 0.00 0.01
O 2.01294 0.09098 -1.27697 -0.01 0.01 -0.07
H 3.85223 -2.54910 3.94870 0.00 0.00 0.00
H 4.02258 -2.04048 1.63419 0.00 0.00 -0.01
H 0.80954 -0.79594 4.27045 -0.01 0.01 0.00
O -1.17272 -0.80963 -0.85266 0.00 -0.10 0.02
C -1.40735 -1.16389 -2.28354 -0.01 0.04 0.18
C -1.36725 0.20438 -2.99552 -0.02 -0.02 -0.06
O -1.94568 0.50110 -3.98090 0.02 -0.01 0.00
O -0.50587 1.03516 -2.33317 0.02 0.07 0.05
C -0.19239 -1.97285 -2.69025 0.03 -0.01 -0.05
C 0.42301 -1.77458 -3.91959 0.01 -0.01 -0.02
C 1.55517 -2.50561 -4.25528 -0.01 0.00 0.01
C 2.07295 -3.43583 -3.36902 -0.01 0.00 0.01
C 1.45027 -3.64708 -2.14484 0.03 -0.01 -0.01
C 0.32250 -2.91911 -1.80352 -0.02 0.02 0.00
C -2.75045 -1.83544 -2.38007 -0.02 0.03 -0.04
C -2.87958 -3.16094 -2.76953 0.02 -0.02 0.01
C -4.13598 -3.75016 -2.80274 -0.01 0.00 0.00
C -5.25914 -3.02249 -2.44255 0.00 0.01 0.00
C -5.13508 -1.69276 -2.06010 0.01 0.00 0.00
C -3.88577 -1.09780 -2.03939 -0.02 0.00 0.00
H -2.02774 -0.78058 -0.39220 0.01 0.01 0.01
H 0.02992 -1.05386 -4.62622 -0.01 0.00 0.01
H 2.03312 -2.34004 -5.21096 0.00 0.00 0.00
H 2.95906 -3.99793 -3.63064 0.00 0.00 0.00
H 1.84128 -4.38708 -1.45861 0.00 0.00 0.00
H -0.16874 -3.09467 -0.85442 0.00 0.00 0.00
H -2.00696 -3.73254 -3.05528 0.00 0.00 0.00
H -4.23530 -4.78097 -3.11433 0.00 0.00 0.00
H -6.23587 -3.48617 -2.47043 0.00 0.00 0.00
H -6.01057 -1.11464 -1.79831 -0.01 -0.01 0.00
H -3.80765 -0.04374 -1.78765 0.01 0.00 0.00
F 1.82023 3.36426 -1.43921 0.00 0.00 0.02
C 1.06146 2.91077 -0.43649 -0.03 0.06 -0.05
F 1.89164 2.75304 0.65810 0.00 -0.03 0.01
F 0.16818 3.84854 -0.12715 0.02 0.01 0.01


Number 1: DFT total energy -137454.6896 eV. Number 2: DFT total energy -108188.4310 eV. Number 3: DFT total energy -63496.5438 eV. Number 4: DFT total energy -84377.9222 eV. Number 5: DFT total energy -50613.7656 eV.